62
Properties=species:S:1:pos:R:3:forces:R:3:lowdin_charge:R:1 method="wB97M-V/def2-TZVPD" e_homo_ev=0.98 charge=-2 gap_ev=1.9 e_above_lowest_kj_mol=46.0
C 6.04872 -0.28232 0.37105 -1.3 -0.2 0.5 -0.07
C 4.54199 -0.07947 0.84410 1.4 0.1 -0.7 -0.27
O 3.99167 -1.39341 0.98435 -0.6 0.9 0.9 -0.16
C 2.86905 -1.35562 1.87159 0.0 0.3 0.6 -0.20
C 1.64060 -0.54430 1.34471 0.5 0.2 -0.2 -0.15
O 1.19083 -0.97332 0.01738 -1.3 0.6 1.7 -0.07
C -0.21277 -0.77550 0.04019 -2.1 -0.3 -0.8 -0.18
C -1.06784 -1.95768 0.15970 -1.4 1.4 0.2 -0.09
C -0.59948 -3.42890 0.21810 0.3 0.9 0.4 -0.30
C 0.52378 -3.73335 1.26372 0.4 -0.2 -1.1 -0.05
F -0.11504 -3.77292 -1.08203 -0.4 -0.2 1.0 -0.05
C -2.53589 -1.72617 0.22568 1.5 1.6 -0.2 0.01
C -3.12927 -0.39065 0.15937 0.6 -1.5 0.2 -0.20
N -4.52230 -0.29646 0.27518 0.5 2.1 -0.1 0.08
C -4.98659 0.98528 0.24513 0.8 0.3 -0.1 -0.31
C -6.53614 1.16395 0.41765 0.8 -0.7 0.3 -0.07
C -4.09110 2.12446 0.06179 -1.4 0.0 0.3 -0.30
S -4.87502 3.78440 0.01495 0.9 0.5 -2.4 0.66
C -5.41016 4.15434 1.74040 -0.4 -0.6 0.6 -0.17
O -3.88506 4.79313 -0.37932 -0.4 -0.9 1.3 -0.38
O -6.02502 3.80600 -0.91693 0.5 -0.6 1.9 -0.39
N -2.69761 2.11216 -0.06616 -2.1 -2.5 0.5 0.09
C -2.27977 0.81671 0.01244 2.4 -0.3 -0.1 -0.16
C -0.79327 0.57716 -0.05496 0.9 -1.3 -0.1 -0.04
C 0.20671 1.73251 -0.22496 -0.1 1.9 1.1 -0.14
C 0.20033 2.89408 0.69781 2.4 -0.7 -3.3 0.00
C 1.23842 3.87295 0.36963 -0.3 -0.2 0.5 -0.09
C 2.20065 3.74811 -0.70448 -1.6 -0.9 0.9 -0.18
N 2.17487 2.67580 -1.54490 -1.0 0.6 1.6 0.03
C 1.21002 1.76448 -1.28467 -0.9 -1.2 0.0 -0.10
H 6.02866 -0.41458 -0.73614 0.5 0.0 0.9 0.08
H 6.39473 -1.21003 0.90775 -0.2 0.8 -0.8 0.08
H 6.68594 0.56819 0.71464 -0.5 -0.5 -0.6 0.06
H 3.93432 0.50574 0.10813 0.6 -0.4 0.5 0.12
H 4.59238 0.50402 1.80399 -0.4 -0.7 -0.4 0.11
H 2.63708 -2.39837 2.19629 0.1 0.8 -0.7 0.10
H 3.21804 -0.81607 2.80984 -0.5 -0.4 -0.7 0.12
H 0.75636 -0.61561 2.03078 1.0 -0.1 -0.2 0.14
H 1.92938 0.54463 1.28514 -0.3 -1.0 0.1 0.11
H -1.47755 -4.08345 0.46541 0.6 0.6 -0.6 0.13
H 0.62375 -4.84444 1.42675 -0.3 1.1 0.1 0.08
H 0.34129 -3.16544 2.20676 0.1 -0.6 -0.7 0.08
H 1.49226 -3.41565 0.79566 -0.9 -0.1 0.5 0.08
H -3.20548 -2.60838 0.34160 0.5 0.9 -0.1 0.09
H -6.77086 1.98943 1.13874 0.0 -0.6 -1.0 0.05
H -7.02150 1.29429 -0.57747 0.3 0.2 0.9 0.08
H -6.92967 0.22139 0.87928 0.5 0.7 -0.5 0.07
H -4.66432 4.80298 2.26857 -0.7 -0.5 -0.8 0.06
H -6.43970 4.58707 1.72364 0.9 -0.1 -0.1 0.06
H -5.47297 3.17685 2.29363 0.1 0.9 -0.6 0.05
H -0.52396 3.00782 1.52721 0.6 0.0 -0.8 0.10
H 1.31083 4.78345 1.01919 0.0 -0.9 -0.7 0.08
H 2.98879 4.52238 -0.87643 -0.9 -0.7 0.2 0.09
H 1.17410 0.89277 -1.99169 0.1 0.9 0.7 0.13
O 2.17878 -1.97385 -3.78692 0.1 -0.5 0.0 -0.17
C 2.22650 -3.26637 -3.60237 -2.2 1.2 0.0 -0.41
C 3.80565 -3.76582 -3.60741 2.0 -1.2 0.2 -0.44
O 3.85705 -5.06396 -3.45010 0.1 0.5 -0.1 -0.22
H 1.71748 -3.90158 -4.35527 0.5 0.1 -0.6 0.09
H 1.80692 -3.65643 -2.65650 0.6 0.3 0.5 0.08
H 4.29873 -3.14321 -2.83525 -0.5 -0.1 0.5 0.09
H 4.23169 -3.35320 -4.54400 -0.5 -0.2 -0.5 0.08



70
Properties=species:S:1:pos:R:3:forces:R:3:lowdin_charge:R:1 method="wB97M-V/def2-TZVPD" e_homo_ev=-1.18 charge=-2 gap_ev=4.3 e_above_lowest_kj_mol=74.9
Mg -0.74459 1.83439 0.58690 1.7 0.2 1.5 0.12
S 4.98820 1.52740 5.48965 0.3 0.0 0.3 0.37
C 3.74756 1.56565 4.38895 -0.5 0.0 -0.4 -1.56
S 3.96274 1.52648 2.68092 -0.2 0.0 0.3 0.84
C 2.27480 1.61732 2.18490 0.1 0.0 0.6 -1.19
C 1.37181 1.67738 3.20232 0.6 0.0 0.1 -1.18
S -0.34296 1.77939 3.09448 -0.5 0.1 0.1 0.50
S 2.07911 1.63852 4.81708 0.2 0.0 -0.3 0.85
S 1.93903 1.60476 0.50326 0.1 -0.1 -0.5 0.48
S 0.23331 6.76592 -4.96782 0.0 -0.1 0.2 0.94
N 0.16968 5.13932 -5.01507 0.0 0.3 0.0 -0.23
C 0.03281 4.72760 -3.76989 0.0 0.2 0.0 -0.30
C -0.06796 3.35425 -3.34230 0.0 -0.4 0.4 -0.08
C -0.02333 2.26451 -4.21484 0.0 0.1 0.0 0.01
C -0.13921 0.99368 -3.70474 0.0 0.1 0.0 -0.01
C -0.30845 0.83386 -2.32927 0.0 -0.2 -0.1 -0.09
N -0.32705 1.85268 -1.49556 0.1 0.5 -0.4 0.05
C -0.20371 3.09868 -1.96843 0.1 -0.3 -0.7 -0.12
C -0.18231 4.18591 -0.99442 0.1 0.7 0.2 -0.12
N -0.19868 3.85239 0.30270 -0.2 0.5 -0.4 0.05
C -0.15809 4.79589 1.21977 0.1 0.2 0.2 -0.08
C -0.12086 6.15521 0.90064 0.0 0.0 -0.1 -0.03
C -0.10616 6.52142 -0.42490 0.0 0.0 -0.1 0.00
C -0.11436 5.52651 -1.40501 0.0 -0.3 0.4 -0.08
C -0.01030 5.79843 -2.81689 0.0 0.0 -0.2 -0.30
N 0.09532 6.99478 -3.36095 0.0 -0.1 -0.3 -0.23
H 0.10769 2.44517 -5.27413 0.0 0.0 0.0 0.11
H -0.11395 0.12699 -4.34963 0.0 0.0 0.0 0.11
H -0.41455 -0.15034 -1.88770 -0.1 0.1 0.1 0.10
H -0.14714 4.45332 2.25039 -0.1 -0.1 0.0 0.09
H -0.09769 6.89570 1.68761 0.0 0.0 0.0 0.10
H -0.07807 7.55791 -0.73655 0.0 0.0 0.0 0.11
C 3.77096 -4.79536 -0.34361 -0.2 0.1 0.0 -0.20
Si 2.45574 -3.42535 -0.51175 0.0 -0.1 -0.2 0.39
C 3.34154 -1.85206 -1.04249 -0.1 -0.2 0.1 -0.19
C 1.28092 -3.94925 -1.90608 0.1 0.1 0.2 -0.20
C 1.50044 -3.22223 1.08430 0.1 0.3 -0.3 -0.57
Te 0.05730 -1.55090 0.92469 0.5 -0.8 -0.1 1.33
C -1.51863 -2.86751 0.25599 -0.2 0.1 0.4 -0.55
Si -2.57357 -3.40407 1.71517 -0.1 -0.4 0.1 0.41
C -1.48090 -4.31395 2.97701 -0.1 0.1 -0.2 -0.21
C -3.48992 -2.02683 2.60064 0.2 0.0 -0.2 -0.17
C -3.86751 -4.65403 1.07527 0.1 0.2 0.1 -0.20
H 4.29719 -4.95497 -1.28912 0.0 0.0 0.0 0.01
H 3.32285 -5.74651 -0.04319 0.0 0.0 0.0 0.01
H 4.51458 -4.52861 0.41151 0.0 0.0 0.0 0.02
H 3.78598 -1.96272 -2.03607 0.0 -0.1 0.0 0.02
H 4.13527 -1.58117 -0.34229 0.0 0.0 0.0 0.03
H 2.64582 -1.01188 -1.06405 0.0 0.1 0.0 -0.02
H 1.81480 -4.07963 -2.85088 0.0 0.0 0.0 0.02
H 0.51826 -3.17940 -2.04851 0.0 0.0 0.0 0.01
H 0.77103 -4.88753 -1.67151 0.0 0.0 0.0 0.02
H 2.17223 -2.96488 1.90754 0.0 0.0 0.0 0.00
H 0.97443 -4.13676 1.36670 -0.1 0.0 0.0 -0.01
H -1.06653 -3.71173 -0.26586 0.0 0.0 0.0 -0.01
H -2.10991 -2.28147 -0.44920 0.0 0.0 0.0 0.01
H -0.67724 -3.65140 3.30586 0.0 0.0 0.0 0.01
H -1.02391 -5.21570 2.55975 0.0 0.0 0.0 0.02
H -2.06031 -4.60710 3.85666 0.0 0.0 0.0 0.02
H -2.80159 -1.42362 3.19743 0.0 0.0 0.0 0.04
H -4.25526 -2.44322 3.26224 0.0 -0.1 0.0 0.02
H -3.97618 -1.33914 1.90410 0.0 0.0 0.0 0.01
H -3.39710 -5.51257 0.58847 0.0 0.0 0.0 0.01
H -4.52456 -4.17350 0.34582 0.0 0.0 0.0 0.02
H -4.49020 -5.02679 1.89350 0.0 0.0 0.0 0.01
O -3.18506 1.00335 -1.75218 0.2 0.0 -0.8 -0.47
Se -3.09755 1.09630 -0.14900 -1.6 -0.8 -0.3 0.73
O -2.60688 2.58478 0.34417 0.1 0.7 0.0 -0.47
O -1.78948 0.20517 0.40416 -0.4 -0.4 -0.3 -0.70
O -4.46970 0.63118 0.53332 -0.5 -0.2 0.5 -0.47



67
Properties=species:S:1:pos:R:3:forces:R:3:lowdin_charge:R:1 method="wB97M-V/def2-TZVPD" e_homo_ev=-0.77 charge=-2 gap_ev=4.7 e_above_lowest_kj_mol=13.7
Mg -1.57278 -1.23255 0.63389 0.1 -0.3 0.0 0.36
O 3.62433 -0.78672 2.91828 -0.1 0.0 -0.1 0.01
C 2.83656 -0.18568 3.82452 0.0 0.0 0.0 -0.30
C 3.43833 0.39332 4.94417 0.0 0.0 0.0 -0.04
C 2.66917 1.02423 5.90710 0.0 0.0 0.0 -0.12
C 1.28660 1.09120 5.77305 0.0 0.0 0.0 -0.11
C 0.68919 0.52498 4.65746 0.0 0.0 0.0 -0.02
C 1.43831 -0.10917 3.67299 0.0 0.0 0.0 -0.08
C 0.71894 -0.66722 2.48077 0.0 -0.2 -0.1 -0.46
O -0.52662 -0.54333 2.39975 0.1 0.2 -0.1 -0.09
N 1.50724 -1.26229 1.58571 -0.1 0.0 0.1 0.02
N 0.75763 -1.74199 0.52616 0.0 0.1 0.1 0.01
C 1.42764 -2.18625 -0.46496 0.0 0.0 0.0 -0.12
C 0.83644 -2.62762 -1.71325 0.0 0.0 0.0 -0.15
C 1.69159 -2.90443 -2.78320 0.0 0.0 0.0 -0.09
C 1.22333 -3.30214 -4.02250 0.0 0.0 0.0 -0.15
C -0.16099 -3.45074 -4.18315 -0.1 0.0 0.0 -0.14
C -1.03339 -3.19568 -3.15139 0.0 0.0 0.0 -0.03
C -0.58616 -2.75111 -1.86940 0.0 0.1 0.1 -0.39
O -1.41924 -2.47908 -0.94720 0.0 -0.1 -0.2 -0.13
H 2.98319 -1.14778 2.20839 0.0 0.1 0.0 0.06
H 4.51599 0.32853 5.03515 0.0 0.0 0.0 0.10
H 3.15412 1.46468 6.77157 0.0 0.0 0.0 0.09
H 0.68319 1.57788 6.52928 0.0 0.0 0.0 0.09
H -0.38344 0.55535 4.50729 0.0 0.0 0.0 0.12
H 2.52262 -2.19282 -0.40188 0.0 0.0 0.0 0.12
H 2.76168 -2.79397 -2.62157 0.0 0.0 0.0 0.10
H 1.90566 -3.50668 -4.83830 0.0 0.0 0.0 0.07
H -0.55632 -3.77055 -5.14279 0.0 0.0 0.0 0.09
H -2.10443 -3.29992 -3.27794 0.0 0.0 0.0 0.11
S -8.49073 -3.96297 0.84021 0.0 0.0 0.0 0.32
C -6.97961 -3.21902 0.89195 -0.1 -0.1 0.0 -1.56
S -6.52155 -1.90465 -0.09361 -0.1 0.0 0.0 0.85
C -4.89504 -1.65432 0.48853 0.1 0.0 0.0 -1.18
C -4.49858 -2.52148 1.46194 0.1 0.1 -0.1 -1.18
S -2.97165 -2.53849 2.29977 -0.1 -0.1 0.0 0.47
S -5.70565 -3.69815 1.91947 0.0 0.0 0.1 0.85
S -3.96059 -0.36429 -0.20892 0.0 0.1 0.1 0.46
C 1.74544 2.23815 0.94633 -0.1 0.0 0.0 -0.09
N 1.49490 1.62626 -0.35308 0.1 0.1 -0.1 -0.28
C 2.59937 0.81883 -0.84800 0.0 0.0 0.0 -0.11
P -0.04027 1.45717 -0.92348 0.0 -0.2 0.0 0.56
O -0.92584 0.42478 -0.36006 -0.1 0.1 0.1 -0.32
N 0.19363 1.12036 -2.53141 -0.2 0.1 0.0 -0.29
C 0.98355 1.98315 -3.37751 0.1 0.1 0.0 -0.13
C -0.80636 0.33244 -3.25887 0.1 0.1 0.1 -0.07
N -0.71081 2.93991 -0.60297 0.0 0.1 0.0 -0.30
C -0.05513 4.18481 -0.93275 0.0 0.0 0.0 -0.13
C -2.13660 3.05617 -0.32404 0.0 0.0 0.0 -0.09
H 2.25123 1.52727 1.60080 0.0 0.0 0.0 0.07
H 0.80917 2.52211 1.42319 0.0 0.0 0.0 0.09
H 2.37743 3.12937 0.84643 0.0 0.0 0.0 0.08
H 2.97081 0.17517 -0.04589 0.0 0.0 0.0 0.07
H 3.41655 1.45935 -1.20252 0.0 0.0 0.0 0.08
H 2.26602 0.18634 -1.66690 0.0 0.0 0.0 0.07
H 1.76092 2.48729 -2.79975 -0.1 0.0 0.0 0.06
H 0.36997 2.74607 -3.87677 0.0 0.0 0.0 0.08
H 1.47237 1.38654 -4.15367 0.0 0.0 0.0 0.08
H -1.41715 -0.23486 -2.56364 0.0 -0.1 0.1 0.07
H -0.29969 -0.36499 -3.93197 0.0 0.0 0.0 0.08
H -1.46484 0.98468 -3.84657 0.0 0.0 0.0 0.08
H 1.01144 4.02746 -1.08403 0.0 0.0 0.0 0.06
H -0.17881 4.90302 -0.11435 0.0 0.0 0.0 0.08
H -0.46999 4.64147 -1.84153 0.0 0.0 0.0 0.08
H -2.54505 2.10076 -0.00123 0.0 0.0 0.0 0.03
H -2.69271 3.39220 -1.20748 0.0 0.0 0.0 0.08
H -2.28455 3.78967 0.47439 0.0 0.0 0.0 0.08